No. 1
Density functional theory data (ωB97M-V with the def2-TZVPD basis set) for a molecular structure, C50H46AsKN4Si2.

Energy, eV: -151480.2393
Charge: -2

Last column: Mulliken charge in e.
Element x y z (Å)
K 0.41655 0.07117 0.58314  0.658
C -2.50670 5.22410 -4.98511  -0.340
C -1.40777 4.38993 -5.13635  -0.919
C -1.10935 3.44286 -4.16453  0.040
C -1.90157 3.31512 -3.02258  -0.378
C -3.00091 4.16439 -2.87959  -0.153
C -3.30280 5.10721 -3.85313  -0.880
C -1.56844 2.29034 -1.99259  2.647
C -1.45929 0.96969 -2.43708  -0.748
C -2.06818 0.49790 -3.66993  -1.667
C -1.88129 -0.84358 -3.70644  -1.440
C -1.16020 -1.18248 -2.48888  0.183
N -0.89214 -0.08960 -1.76615  0.689
C -0.89974 -2.52679 -2.05653  1.616
C -0.92046 -2.94464 -0.71631  -0.083
C -1.16596 -4.34806 -0.34616  -1.250
C -1.41097 -4.35639 0.97483  -1.570
C -1.26725 -2.96867 1.43891  0.317
C -1.43978 -2.57150 2.76987  1.538
C -1.61661 -3.63306 3.79693  -0.261
C -2.72751 -3.64397 4.64492  -0.211
C -2.88989 -4.63036 5.60785  -0.754
C -1.94319 -5.63786 5.74527  -0.401
C -0.83143 -5.64258 4.91324  -0.797
C -0.66909 -4.64985 3.95609  -0.220
C -1.43764 -1.22089 3.23522  -0.051
N -1.46632 -0.13614 2.45712  -0.552
C -1.33762 0.95155 3.28411  0.479
C -1.25131 2.27590 2.86158  2.012
C -1.03799 3.31796 3.90968  -0.829
C -2.05564 3.65532 4.80107  -0.049
C -1.85531 4.62230 5.77828  -0.746
C -0.63092 5.26980 5.87624  -0.326
C 0.38893 4.94280 4.99247  -0.866
C 0.18700 3.97584 4.01662  -0.105
C -1.29694 2.73117 1.51174  0.506
C -1.23208 4.11969 1.11527  -1.474
C -1.33321 4.13274 -0.24697  -1.060
C -1.44573 2.74969 -0.65033  -0.543
N -1.42766 1.93439 0.42741  -0.660
C -1.23231 0.50543 4.67047  -1.357
C -1.30979 -0.84417 4.64537  -1.069
N -0.95863 -2.16267 0.39317  0.091
C -0.72213 -3.61488 -3.06616  -0.549
C -1.68358 -4.02650 -3.98827  0.001
C -1.42723 -5.06399 -4.87677  -0.882
C -0.20337 -5.71824 -4.86326  -0.372
C 0.76142 -5.33083 -3.94511  -1.027
C 0.50579 -4.28924 -3.06119  0.155
H -2.73977 5.96248 -5.74353  0.364
H -0.77172 4.47464 -6.00930  0.367
H -0.24833 2.79560 -4.27080  0.439
H -3.62004 4.06933 -1.99664  0.483
H -4.16648 5.74911 -3.72394  0.360
H -2.62377 1.10071 -4.37266  0.467
H -2.23806 -1.52237 -4.45995  0.444
H -1.21695 -5.18280 -1.02687  0.436
H -1.70686 -5.20084 1.57804  0.450
H -3.46740 -2.86047 4.53073  0.448
H -3.76291 -4.61676 6.25013  0.354
H -2.06797 -6.41000 6.49528  0.355
H -0.07902 -6.41599 5.01558  0.368
H 0.20644 -4.64241 3.31810  0.541
H -3.00820 3.14650 4.71574  0.438
H -2.66039 4.86930 6.46043  0.355
H -0.47152 6.02424 6.63754  0.355
H 1.35021 5.43754 5.06290  0.375
H 0.98152 3.71321 3.32818  0.708
H -1.12426 4.96524 1.77834  0.401
H -1.29576 4.98972 -0.90096  0.559
H -1.09044 1.13583 5.53546  0.390
H -1.23892 -1.52317 5.48155  0.426
H -2.66004 -3.56472 -3.98591  0.524
H -2.19785 -5.36858 -5.57559  0.366
H -0.00469 -6.52633 -5.55773  0.348
H 1.72181 -5.83224 -3.91091  0.396
H 1.25874 -3.98691 -2.34355  0.637
C 5.49532 -1.77727 -1.52563  -1.172
Si 3.81560 -1.25729 -0.81137  0.466
C 2.67934 -1.04860 -2.31651  -0.110
C 3.13804 -2.79889 0.06682  -0.816
As 3.98635 0.49103 0.70106  -0.289
Si 3.81677 2.20333 -0.82995  0.548
C 5.00110 2.12981 -2.31289  -1.143
C 4.26095 3.81933 0.05783  -1.134
C 2.07726 2.48705 -1.53269  -0.082
H 5.41323 -2.63762 -2.20184  0.283
H 6.17004 -2.03565 -0.70481  0.308
H 5.94882 -0.94501 -2.07230  0.236
H 2.65970 -1.99168 -2.87528  0.279
H 3.03229 -0.26834 -2.99933  0.402
H 1.64626 -0.80561 -2.05012  -0.532
H 3.22819 -3.67798 -0.58306  0.290
H 2.08030 -2.69322 0.33341  -0.005
H 3.69108 -2.99945 0.98948  0.356
H 6.03011 2.03858 -1.95605  0.254
H 4.91825 3.03613 -2.92586  0.343
H 4.79863 1.26977 -2.95782  0.307
H 5.28907 3.78062 0.42937  0.292
H 3.60246 3.97924 0.91683  0.180
H 4.15987 4.68384 -0.60830  0.317
H 1.67975 1.59603 -2.03374  -0.155
H 2.07704 3.31159 -2.25699  0.436
H 1.37313 2.75006 -0.73737  -0.356

Atoms 1-6, force components in eV/Å:
K 0.4 0.0 -0.1
C 0.0 0.0 0.0
C 0.0 -0.1 0.1
C -0.1 0.1 0.0
C 0.0 -0.1 0.1
C 0.0 0.0 -0.1

=====

No. 2
Density functional theory data (ωB97M-V with the def2-TZVPD basis set) for C21H24O3 in the gas phase in a non-equilibrium geometry.

Energy, eV: -28305.0963
Charge: 0
SMILES: CCOC(=O)[C@@H](C(C)=O)C(c1ccc(C)cc1)c1ccc(C)cc1

Last column: Mulliken charge in e.
Element x y z (Å)
C -3.78100 2.73489 1.13113  -1.000
C -2.43637 3.38511 1.04261  -0.264
O -1.50057 2.27494 0.88344  -0.093
C -0.24772 2.74595 0.84667  -0.235
O -0.04959 3.94967 0.76156  -0.611
C 0.76360 1.61644 0.83440  0.577
C 2.13488 2.19391 1.15431  0.483
C 3.31038 1.31283 0.93496  -0.928
O 2.34001 3.34265 1.51818  -0.574
C 0.16332 -0.00777 0.46583  0.214
C -0.97607 -0.42574 -0.46854  -0.129
C -2.30581 -0.06810 -0.18657  -0.096
C -3.32613 -0.06993 -1.13956  -0.873
C -3.07311 -0.57139 -2.43701  0.919
C -4.12051 -0.46316 -3.50890  -1.435
C -1.81086 -1.15683 -2.68975  -1.187
C -0.80789 -1.11436 -1.70098  -0.048
C 1.21422 -1.14787 0.54793  -0.272
C 1.49596 -1.80086 1.76563  -0.254
C 2.60628 -2.65646 1.85965  -0.836
C 3.43059 -2.88161 0.74334  1.030
C 4.68516 -3.72255 0.89801  -1.478
C 3.12899 -2.26063 -0.47714  -1.297
C 2.03183 -1.39648 -0.57218  0.012
H -4.53120 3.50642 1.27811  0.459
H -4.01129 2.18087 0.22631  0.078
H -3.81460 2.05521 1.98206  0.280
H -2.34979 4.09032 0.19873  0.307
H -2.16936 3.90780 1.97398  0.321
H 0.83275 1.31924 -0.31354  0.141
H 3.08252 0.26709 1.05806  0.166
H 3.67428 1.45285 -0.09906  0.230
H 4.12003 1.55150 1.64878  0.399
H -0.22630 0.26566 1.45523  0.491
H -2.56607 0.14119 0.85328  0.509
H -4.33220 0.28042 -0.87643  0.467
H -3.71597 -0.75253 -4.48933  0.354
H -4.98444 -1.10789 -3.29011  0.315
H -4.48860 0.56939 -3.59975  0.330
H -1.62747 -1.67788 -3.64507  0.318
H 0.08340 -1.73516 -1.86897  0.612
H 0.80260 -1.70637 2.59167  0.435
H 2.81088 -3.16981 2.80668  0.356
H 5.04499 -4.06194 -0.08203  0.356
H 5.49482 -3.14377 1.36953  0.263
H 4.49770 -4.59916 1.53106  0.379
H 3.72626 -2.46815 -1.37754  0.275
H 1.77748 -0.97795 -1.53866  0.538

Atoms 1-6, force components in eV/Å:
C -0.3 0.2 0.2
C 0.0 -0.4 0.0
O -0.2 1.0 0.5
C -0.1 0.9 -0.6
O 0.2 -1.9 0.2
C 0.7 1.5 -5.0

=====

No. 3
Density functional theory data (ωB97M-V with the def2-TZVPD basis set) for a gas-phase ion, CH3O2 (charge -1) in a non-equilibrium geometry.

Energy, eV: -5179.9196
Charge: -1
SMILES: [O-]CO

Last column: Mulliken charge in e.
Element x y z (Å)
O -0.05119 -1.28696 0.86884  -0.727
C -0.03631 -0.44797 -0.10550  -0.150
O -0.18725 1.22609 -0.03025  -0.595
H 0.88440 -0.40092 -0.74813  0.174
H -0.94731 -0.50766 -0.73274  0.078
H 0.33765 1.41742 0.74778  0.219

Atomic forces in eV per Å
O 0.4 1.3 0.5
C -0.6 -0.4 -1.5
O 0.0 -0.9 0.8
H -0.2 -0.2 0.3
H 0.1 -0.1 -0.4
H 0.2 0.2 0.3

=====

No. 4
Density functional theory data (ωB97M-V with the def2-TZVPD basis set) for 11 unconnected molecules or ions with the total composition BF4H20O10 in a non-equilibrium geometry.

Energy, eV: -32356.3157
Charge: -1

Last column: Mulliken charge in e.
Element x y z (Å)
B -0.04336 -0.20944 0.27578  0.673
F 0.41881 -1.17128 -0.60978  -0.427
F -1.43815 -0.04612 0.30194  -0.316
F 0.37437 -0.46140 1.60870  -0.435
F 0.51311 1.04977 -0.04518  -0.328
O 3.34952 2.37099 1.19965  -0.662
H 4.22587 1.98112 1.25109  0.280
H 2.78828 1.64748 0.88734  0.356
O 0.44323 3.03426 -1.86205  -0.726
H 0.72714 2.44508 -1.13447  0.481
H -0.42319 3.34500 -1.57723  0.299
O -0.12236 0.86016 4.05366  -0.680
H 0.75307 0.56364 4.31779  0.290
H -0.27253 0.42768 3.19910  0.365
O -1.82932 -3.28706 -0.69887  -0.683
H -1.68340 -3.81012 0.09665  0.317
H -1.38911 -2.44913 -0.51752  0.285
O -3.57358 -1.16521 1.58215  -0.679
H -4.32131 -1.13707 0.97823  0.289
H -2.80910 -0.90124 1.03943  0.404
O -2.41662 2.43013 0.42300  -0.604
H -2.19170 1.58496 0.86029  0.323
H -3.37072 2.39728 0.30733  0.271
O 0.45834 -3.11547 2.69399  -0.657
H 0.43105 -3.09793 3.65519  0.296
H 0.16304 -2.23098 2.42550  0.336
O 1.41037 0.69140 -3.77308  -0.685
H 1.78252 1.36524 -4.34894  0.282
H 0.97937 1.20183 -3.06635  0.368
O -0.73703 -1.11320 -4.29386  -0.687
H -0.99385 -1.31412 -3.39023  0.315
H 0.03562 -0.52389 -4.20542  0.396
O 3.09150 -0.10185 -0.60071  -0.644
H 2.14431 -0.30320 -0.49623  0.314
H 3.52581 -0.95732 -0.53688  0.276

Atoms 1-6, force components in eV/Å:
B 0.4 1.3 0.8
F -0.5 -0.1 0.2
F 0.0 -0.8 -0.4
F -0.1 -0.6 -0.2
F 0.2 -0.3 -0.1
O -0.1 0.1 0.2

=====

No. 5
Density functional theory data (ωB97M-V with the def2-TZVPD basis set) for 6 unconnected molecules or ions with the total composition C36H34F11NO4S in a non-equilibrium geometry.

Energy, eV: -88285.6057
Charge: 0
SMILES: O=S(=O)(F)N(CCCC(F)(F)C(F)(F)F)COO.Fc1ccccc1.Fc1ccccc1.Fc1ccccc1.Fc1ccccc1.Fc1ccccc1

Last column: Mulliken charge in e.
Element x y z (Å)
O -3.90417 -1.94081 2.54318  -0.622
S -3.48643 -0.87924 1.57016  1.047
O -2.13823 -0.35939 1.99428  -0.477
F -3.28099 -1.59565 0.07661  -0.244
N -4.54532 0.46697 1.52150  0.522
C -5.58201 0.36027 0.44773  -0.950
C -5.15718 1.02654 -0.93518  -0.604
C -4.40439 2.43584 -0.77052  -0.899
C -2.87585 2.31259 -0.37572  0.981
F -2.38361 1.03537 -0.71478  -0.286
F -2.69271 2.61805 0.99618  -0.280
C -1.92681 3.35567 -1.16287  0.366
F -2.54523 4.55799 -1.44397  -0.233
F -1.55643 2.69883 -2.35855  -0.192
F -0.75550 3.48577 -0.42999  -0.228
C -5.12030 0.72908 2.86925  -0.789
O -5.54532 2.11578 2.97009  -0.180
O -4.69222 2.81436 3.79927  -0.354
H -6.51828 0.89531 0.81453  0.455
H -5.81945 -0.74525 0.28967  0.313
H -6.13563 1.27511 -1.47792  0.414
H -4.60486 0.31743 -1.63382  0.327
H -4.42352 2.90499 -1.81707  0.387
H -4.98635 3.17189 -0.11738  0.288
H -5.98088 0.02048 3.13239  0.324
H -4.27612 0.55308 3.62247  0.494
H -3.79641 2.77688 3.39595  0.350
F 1.56484 0.92654 7.46195  -0.337
C 1.21755 0.06967 6.48644  0.357
C 0.37852 0.49894 5.47083  -0.659
C 0.02320 -0.38672 4.45855  -0.126
C 0.50258 -1.69360 4.47995  -0.773
C 1.34100 -2.11494 5.50805  -0.371
C 1.70529 -1.22630 6.51457  -0.504
H 0.00890 1.51755 5.47570  0.440
H -0.62676 -0.05980 3.65446  0.503
H 0.22120 -2.38455 3.69243  0.469
H 1.71026 -3.13438 5.52544  0.424
H 2.36399 -1.53399 7.31832  0.613
F 4.08082 -3.73152 4.15878  -0.262
C 4.01623 -3.38157 2.86224  0.349
C 3.77106 -2.06030 2.52552  -0.076
C 3.70924 -1.69793 1.18492  -0.571
C 3.88251 -2.66283 0.19648  -0.501
C 4.12321 -3.98758 0.54709  -0.374
C 4.19617 -4.34907 1.88775  -0.505
H 3.63033 -1.32434 3.30849  0.438
H 3.52557 -0.66544 0.91045  0.370
H 3.82970 -2.38004 -0.84936  0.376
H 4.25394 -4.73875 -0.22368  0.358
H 4.39147 -5.37417 2.17911  0.411
F 7.56948 -4.91922 8.08832  -0.316
C 6.92682 -3.74068 8.04603  0.363
C 5.99404 -3.51051 7.04809  -0.518
C 5.32515 -2.29229 7.00740  -0.250
C 5.60487 -1.31481 7.95876  -0.656
C 6.54759 -1.55609 8.95317  -0.301
C 7.20897 -2.77802 9.00123  -0.487
H 5.79571 -4.27997 6.31148  0.465
H 4.58746 -2.10418 6.23536  0.513
H 5.08545 -0.36283 7.92370  0.419
H 6.76727 -0.79248 9.69085  0.365
H 7.93959 -2.98667 9.77349  0.400
F -2.61711 -0.62153 -5.17609  -0.319
C -1.53768 0.09751 -5.52790  0.281
C -1.24821 1.26696 -4.84440  -0.341
C -0.12871 2.00856 -5.20479  -0.442
C 0.68207 1.57756 -6.25134  -0.430
C 0.37813 0.40366 -6.93378  -0.663
C -0.73510 -0.34448 -6.56691  -0.255
H -1.89389 1.58934 -4.04094  0.589
H 0.11130 2.92143 -4.67151  0.368
H 1.55262 2.15909 -6.53494  0.389
H 1.00803 0.07181 -7.75139  0.423
H -0.98216 -1.26549 -7.08128  0.425
F 0.97558 2.26891 -9.68079  -0.289
C -0.28250 2.39659 -10.13633  0.180
C -1.34322 2.21011 -9.26517  0.223
C -2.64440 2.34744 -9.73550  -0.560
C -2.86984 2.65886 -11.07364  -0.447
C -1.79612 2.83872 -11.94003  -0.431
C -0.49424 2.71248 -11.46825  -0.410
H -1.14882 1.96056 -8.23004  0.227
H -3.48182 2.21124 -9.06053  0.369
H -3.88546 2.76145 -11.44067  0.365
H -1.97302 3.07721 -12.98276  0.359
H 0.35394 2.85775 -12.12650  0.415

Atoms 1-6, force components in eV/Å:
O -0.4 2.5 -3.5
S 4.8 -1.7 5.1
O -3.8 -0.8 -2.4
F -1.2 1.8 2.1
N -0.4 -1.2 -1.5
C -0.6 -0.2 -1.0

=====

No. 6
Density functional theory data (ωB97M-V with the def2-TZVPD basis set) for C2H3N3O2S in the gas phase in a non-equilibrium geometry.

Energy, eV: -21520.2566
Charge: 0
SMILES: [H]/N=c1/[nH]n(O)c(=S)o1

Last column: Mulliken charge in e.
Element x y z (Å)
H 2.97669 -0.36306 -0.94334  0.278
N 2.47226 -0.53553 -0.04325  -0.648
C 1.25950 -0.20627 -0.08873  0.513
N 0.29520 -0.59958 0.87112  -0.288
N -0.84272 0.13137 0.56712  0.325
O -2.06801 -0.38849 0.88071  -0.367
C -0.72113 0.64470 -0.68458  0.252
S -1.84611 1.41038 -1.58484  -0.402
O 0.59346 0.45958 -1.05705  -0.272
H 0.55976 -0.57233 1.84098  0.289
H -2.67890 0.01924 0.24186  0.320

Atoms 1-6, force components in eV/Å:
H -0.6 0.2 1.2
N 0.0 0.2 -1.1
C 0.5 -1.4 0.9
N 0.1 -0.5 -0.5
N 0.0 1.5 -1.0
O -0.2 -1.0 1.0

=====

> What is the charge in the first record?

-2

=====

> Which value of charge does entry 6 give?

0

=====

Please write out number 4 again, unchanged.
Density functional theory data (ωB97M-V with the def2-TZVPD basis set) for 11 unconnected molecules or ions with the total composition BF4H20O10 in a non-equilibrium geometry.

Energy, eV: -32356.3157
Charge: -1

Last column: Mulliken charge in e.
Element x y z (Å)
B -0.04336 -0.20944 0.27578  0.673
F 0.41881 -1.17128 -0.60978  -0.427
F -1.43815 -0.04612 0.30194  -0.316
F 0.37437 -0.46140 1.60870  -0.435
F 0.51311 1.04977 -0.04518  -0.328
O 3.34952 2.37099 1.19965  -0.662
H 4.22587 1.98112 1.25109  0.280
H 2.78828 1.64748 0.88734  0.356
O 0.44323 3.03426 -1.86205  -0.726
H 0.72714 2.44508 -1.13447  0.481
H -0.42319 3.34500 -1.57723  0.299
O -0.12236 0.86016 4.05366  -0.680
H 0.75307 0.56364 4.31779  0.290
H -0.27253 0.42768 3.19910  0.365
O -1.82932 -3.28706 -0.69887  -0.683
H -1.68340 -3.81012 0.09665  0.317
H -1.38911 -2.44913 -0.51752  0.285
O -3.57358 -1.16521 1.58215  -0.679
H -4.32131 -1.13707 0.97823  0.289
H -2.80910 -0.90124 1.03943  0.404
O -2.41662 2.43013 0.42300  -0.604
H -2.19170 1.58496 0.86029  0.323
H -3.37072 2.39728 0.30733  0.271
O 0.45834 -3.11547 2.69399  -0.657
H 0.43105 -3.09793 3.65519  0.296
H 0.16304 -2.23098 2.42550  0.336
O 1.41037 0.69140 -3.77308  -0.685
H 1.78252 1.36524 -4.34894  0.282
H 0.97937 1.20183 -3.06635  0.368
O -0.73703 -1.11320 -4.29386  -0.687
H -0.99385 -1.31412 -3.39023  0.315
H 0.03562 -0.52389 -4.20542  0.396
O 3.09150 -0.10185 -0.60071  -0.644
H 2.14431 -0.30320 -0.49623  0.314
H 3.52581 -0.95732 -0.53688  0.276

Atoms 1-6, force components in eV/Å:
B 0.4 1.3 0.8
F -0.5 -0.1 0.2
F 0.0 -0.8 -0.4
F -0.1 -0.6 -0.2
F 0.2 -0.3 -0.1
O -0.1 0.1 0.2